Record 1
74
Properties=species:S:1:pos:R:3 method="wB97M-V/def2-TZVPD" orbital_gap_ev="5.75 / 4.63" multiplicity=6 relative_energy_kcal_mol=0.4 charge=+2 lumo_ev="-6.9754 / -9.3407"
Ir -0.29872 0.13857 -0.23801
O -2.00381 -4.43518 4.22416
C -1.70967 -3.64071 3.43616
C -0.23938 -2.98962 3.18455
O 0.67567 -3.22760 3.87644
C -0.38964 -2.11608 1.98383
C -1.76587 -2.09594 1.49197
O -2.12161 -1.43348 0.53475
C -2.67102 -2.94435 2.32225
O -3.82577 -3.13419 2.28537
O 0.51367 -1.47297 1.47651
N -1.75964 2.90567 0.34264
P -1.34286 1.60141 1.34810
C -0.24845 2.22681 2.63340
C -0.67851 3.23230 3.50403
C 0.17902 3.71246 4.47831
C 1.46318 3.18710 4.59480
C 1.89477 2.18901 3.73517
C 1.03910 1.70911 2.75109
C -2.88946 1.19271 2.18063
C -4.11623 1.31547 1.52975
C -5.28431 0.92632 2.17274
C -5.23212 0.39659 3.45436
C -4.01091 0.25473 4.10102
C -2.84068 0.65327 3.46949
C -0.97445 3.22645 -0.76012
C -1.05174 4.47564 -1.37435
C -0.22238 4.73567 -2.44232
C 0.67437 3.76073 -2.88015
C 0.67792 2.55078 -2.23321
N -0.14386 2.27796 -1.20043
H -2.34862 3.64270 0.70353
H -1.68420 3.63227 3.42890
H -0.15155 4.49207 5.15230
H 2.12774 3.56026 5.36375
H 2.89572 1.78775 3.83013
H 1.37310 0.93207 2.07117
H -4.16336 1.71018 0.52145
H -6.23727 1.03831 1.67159
H -6.14585 0.10100 3.95434
H -3.97279 -0.14575 5.10664
H -1.89186 0.57613 3.99060
H -1.74202 5.22175 -1.00191
H -0.26094 5.70177 -2.92933
H 1.35258 3.94604 -3.70154
H 1.34631 1.74902 -2.51791
O 1.74013 -0.01188 -1.06132
S 2.76402 -1.15442 -0.84209
C 4.33523 -0.27230 -0.61101
C 5.10992 -0.30806 -1.93850
C 4.08414 -0.54030 -3.04532
C 3.19581 -1.65742 -2.51439
H 4.86187 -0.73793 0.22081
H 4.02419 0.73063 -0.31749
H 5.82432 -1.13205 -1.92207
H 5.67385 0.61152 -2.08102
H 4.54893 -0.81388 -3.99186
H 3.48285 0.35581 -3.21320
H 3.74041 -2.60133 -2.41526
H 2.26364 -1.82364 -3.05176
N -1.63020 -0.29847 -2.06407
C -0.92324 -0.77450 -3.22888
C -0.68095 -2.13214 -3.35676
C -0.00174 -2.60884 -4.47002
C 0.45102 -1.72723 -5.44189
C 0.19886 -0.36877 -5.30501
C -0.49608 0.11034 -4.20210
H -2.25894 -1.00697 -1.70280
H -2.16865 0.53964 -2.24873
H -1.04944 -2.82143 -2.60180
H 0.16211 -3.67370 -4.58344
H 0.97106 -2.09918 -6.31543
H 0.52084 0.32131 -6.07548
H -0.72408 1.16637 -4.11454


Record 2
76
Properties=species:S:1:pos:R:3 method="wB97M-V/def2-TZVPD" orbital_gap_ev=6.88 relative_energy_kcal_mol=16.9 charge=0 lumo_ev=-0.4282
Mg -1.46159 0.06141 0.21510
S -3.44490 -0.83564 1.28686
C -2.62143 -2.15689 2.16648
N -3.04232 -2.65078 3.22304
N -2.26735 -3.60490 3.90256
C -1.96912 -4.88496 3.34891
C -2.23325 -5.42278 2.04257
C -1.90916 -6.76599 1.81236
C -1.28952 -7.54551 2.74897
C -0.90541 -6.97284 3.92411
C -1.35502 -5.68258 4.29846
N -1.45043 -2.76174 1.54344
N -0.59814 -2.04581 1.00607
C 0.43831 -2.80214 0.32844
C 1.51638 -2.09485 -0.21586
C 2.39951 -2.70968 -1.08159
C 2.32746 -4.06233 -1.28540
C 1.28609 -4.81404 -0.70206
C 0.36140 -4.19439 0.08252
H -2.86426 -3.87562 4.64057
H -2.77126 -4.85205 1.28452
H -1.99596 -7.15264 0.81346
H -1.04863 -8.56185 2.54534
H -0.31860 -7.49381 4.66887
H -1.15123 -5.25092 5.19710
H 1.46442 -1.04782 -0.08601
H 3.10213 -2.05553 -1.57885
H 2.96650 -4.46744 -2.01051
H 1.26375 -5.83322 -0.82063
H -0.42182 -4.81778 0.56763
C -2.45982 2.81493 2.48314
C -1.44963 1.81215 2.98388
N -0.69308 0.97668 2.24706
C -0.04522 0.21277 3.17722
C -0.38666 0.58770 4.43439
N -1.19633 1.63593 4.30135
H -3.28635 2.31578 1.97291
H -1.95973 3.56264 1.76442
H -2.81827 3.45048 3.29014
H 0.59616 -0.55776 2.95547
H -0.02020 0.20624 5.36432
H -1.83466 2.00860 4.94109
S 1.75065 4.56804 -3.32672
C 0.65305 3.67138 -2.31174
C -0.43209 2.97036 -2.80731
C -1.13667 2.20113 -1.91061
N -0.83087 2.04551 -0.62905
C 0.14119 2.83614 -0.11445
C 0.86747 3.64015 -0.93709
C 1.36167 6.29502 -2.91325
C 2.27566 7.12830 -2.25184
C 1.83421 8.41536 -1.90698
N 0.58684 8.79976 -2.10635
C -0.25173 8.00226 -2.68991
C 0.01806 6.73523 -3.14249
H -0.70634 3.05882 -3.85976
H -1.95067 1.68544 -2.29529
H 0.40258 2.78211 0.95308
H 1.62496 4.28349 -0.53686
H 3.27572 6.78274 -1.99154
H 2.42335 9.09626 -1.32541
H -1.22122 8.39454 -2.88732
H -0.75760 6.28060 -3.76193
C 3.06710 1.18337 -2.15821
C 2.14398 0.21348 -2.87295
C 2.44568 -0.41651 -4.09902
C 1.45486 -1.30343 -4.60326
N 0.23542 -1.40676 -4.04200
C 0.08007 -0.77638 -2.90014
S -1.49199 -1.04014 -2.16758
N 0.93419 0.06863 -2.30307
H 2.70072 2.23384 -2.23820
H 4.05987 1.16770 -2.46405
H 2.98935 0.83264 -1.12589
H 3.41128 -0.27194 -4.50485
H 1.58844 -1.82816 -5.54984


Record 3
69
Properties=species:S:1:pos:R:3 method="wB97M-V/def2-TZVPD" orbital_gap_ev="5.38 / 3.88" multiplicity=4 charge=+4 lumo_ev="-13.9631 / -15.4607"
N 0.82189 1.87962 -1.74082
C 0.87949 3.03502 -1.75892
C 0.95249 4.50002 -1.78042
H -0.05291 4.91322 -1.85152
H 1.53909 4.82372 -2.63932
H 1.42509 4.85422 -0.86492
N 2.55899 -1.56008 -2.07582
C 3.51539 -2.18288 -2.26622
C 4.72839 -2.97218 -2.50612
H 5.33179 -2.48928 -3.27372
H 4.45229 -3.97248 -2.83772
H 5.30419 -3.04308 -1.58382
N -1.28921 -1.36028 -1.73992
C -2.32331 -1.87868 -1.75822
C -3.63431 -2.53608 -1.78012
H -3.64091 -3.35768 -1.06462
H -3.83171 -2.92358 -2.77892
H -4.40641 -1.81618 -1.51142
Re 0.72269 -0.36348 -1.55462
C 0.75139 -2.08718 -0.20102
O 0.76769 -2.97548 0.51368
C 2.31119 0.30702 -0.20142
O 3.12959 0.65252 0.51348
C 1.18419 0.94912 -4.89002
C -0.17681 1.01662 -4.77042
C -0.90461 -0.10608 -4.77182
C -0.28771 -1.32158 -4.88892
C 1.04359 -1.38708 -5.00632
C 1.78799 -0.23938 -5.00522
H 1.77799 1.84972 -4.91472
H -0.67491 1.97112 -4.69902
H -1.97931 -0.04068 -4.70142
H -0.86731 -2.23128 -4.91222
H 1.51839 -2.34898 -5.12302
H 2.85999 -0.27998 -5.12092
C -1.10491 4.51232 3.64708
C 0.13319 4.25742 3.05488
C 0.32019 3.09002 2.31528
C -0.72741 2.17152 2.16138
C -1.96961 2.42682 2.75278
C -2.15551 3.59812 3.49798
Sb -0.28071 0.42682 0.99888
C 1.12889 -0.33198 2.59248
C 2.25599 -1.17218 2.40858
C 3.04859 -1.57618 3.48588
C 2.73549 -1.16538 4.77718
C 1.62169 -0.35848 4.99258
C 0.82439 0.04742 3.91628
C -2.08241 -0.68948 1.33388
C -1.97201 -1.83038 2.14238
C -3.09611 -2.59788 2.44218
C -4.34451 -2.22558 1.94068
C -4.46301 -1.08338 1.13898
C -3.33141 -0.31468 0.83078
H -1.24841 5.41802 4.22238
H 0.94849 4.96182 3.16698
H 1.28349 2.89602 1.85848
H -2.78491 1.72762 2.64578
H -3.11261 3.79952 3.96018
H 2.56249 -1.54098 1.44998
H 3.90899 -2.21208 3.31548
H 3.35399 -1.47918 5.60878
H 1.37319 -0.04598 5.99808
H -0.03261 0.66362 4.12838
H -1.01171 -2.12488 2.54598
H -2.99961 -3.47708 3.06768
H -5.21681 -2.82038 2.17748
H -5.43301 -0.79768 0.75588
H -3.42591 0.56862 0.21508


Record 4
77
Properties=species:S:1:pos:R:3 method="wB97M-V/def2-TZVPD" orbital_gap_ev="6.10 / 6.15" multiplicity=2 relative_energy_kcal_mol=20.1 charge=+1 lumo_ev="-4.1472 / -4.0932"
Re 0.77603 0.35942 1.70241
O -0.64956 -3.55580 0.51707
C -0.91928 -3.34978 -0.64001
O -0.36553 -2.26228 -1.26459
C -1.78474 -4.07741 -1.55406
C -2.50971 -5.23092 -1.26438
C -3.28215 -5.78335 -2.26408
C -3.32619 -5.19169 -3.53132
C -2.60955 -4.04572 -3.82828
C -1.83652 -3.49675 -2.81354
S -0.82409 -2.07689 -2.86671
H -2.45508 -5.66655 -0.27576
H -3.85685 -6.67834 -2.07280
H -3.93649 -5.64190 -4.30291
H -2.65229 -3.60325 -4.81392
O 2.86240 -0.35366 -5.45448
C 3.14650 0.81682 -4.85289
O 3.47555 1.80204 -5.45542
C 3.00597 0.75207 -3.36912
C 2.57361 -0.39997 -2.71708
C 2.41942 -0.39706 -1.34149
C 2.72146 0.75111 -0.62016
C 3.16197 1.90116 -1.26145
C 3.30129 1.89791 -2.64058
N 2.53730 0.74308 0.80184
C 3.57055 1.01711 1.56465
C 3.30284 1.12196 2.96622
C 4.20886 1.58728 3.91458
C 3.75557 1.87941 5.18579
C 2.40105 1.73155 5.47464
C 1.56117 1.20674 4.51855
N 2.00065 0.85404 3.29080
H 3.01167 -0.22611 -6.40385
H 2.36042 -1.29321 -3.28785
H 2.07447 -1.28128 -0.82146
H 3.37915 2.79199 -0.68589
H 3.63559 2.78094 -3.16870
H 4.54846 1.20460 1.13903
H 5.23817 1.75651 3.62928
H 4.43728 2.25889 5.93450
H 1.97439 2.01924 6.42572
H 0.50508 1.11378 4.71768
N 0.69488 -1.69326 2.17439
C -0.27481 -1.37053 3.19358
C -0.03844 -1.66186 4.52891
C -0.77506 -1.00057 5.49368
C -1.66879 0.00419 5.12463
C -2.00262 0.18263 3.79515
C -1.33246 -0.53104 2.79253
S -2.08118 1.28378 6.32427
O -3.32695 1.85594 5.88268
O -0.90025 2.12416 6.08518
O -2.07252 0.61141 7.60156
H 1.51303 -2.14082 2.57912
H 0.31484 -2.30873 1.43630
H 0.74856 -2.35458 4.80356
H -0.61133 -1.17689 6.54971
H -2.78739 0.88770 3.54881
H -1.69491 -0.54351 1.77205
N -0.33528 0.77376 0.09194
C -0.87222 1.09819 -0.89567
N -1.42834 1.50192 -1.98354
C -2.89933 1.49795 -2.14345
C -3.35023 2.79068 -2.80346
C -2.58035 3.04646 -4.09603
C -1.07840 3.08120 -3.82899
C -0.61252 1.78727 -3.18349
H -3.34222 1.37040 -1.15736
H -3.16389 0.63210 -2.75811
H -3.19630 3.62025 -2.10864
H -4.42174 2.72389 -2.99466
H -2.90312 3.98599 -4.54336
H -2.80614 2.25691 -4.82075
H -0.83671 3.91929 -3.16990
H -0.51890 3.22548 -4.75430
H 0.42879 1.83704 -2.86997
H -0.72655 0.94743 -3.87637


Record 5
69
Properties=species:S:1:pos:R:3 method="wB97M-V/def2-TZVPD" orbital_gap_ev=6.32 charge=+3 lumo_ev=-10.4590
W -0.22010 0.29385 -0.45373
C -0.50705 -1.67165 3.55929
C -0.84238 -1.12385 2.31684
N 0.02907 -0.43447 1.59194
C 1.28086 -0.23644 2.08947
C 1.71812 -0.79261 3.29926
C 0.76895 -1.51947 4.04785
C 3.06885 -0.57852 3.67562
C 3.89809 0.13836 2.85793
C 3.43409 0.71918 1.65282
C 2.12092 0.56283 1.29470
N 1.44650 1.08388 0.15878
C 1.92912 2.23088 -0.53612
C 2.73353 3.23048 -0.05492
C 3.15641 4.26037 -0.92578
C 2.79059 4.27651 -2.24285
C 1.92217 3.27728 -2.74910
C 1.47639 3.19563 -4.08444
C 0.63567 2.17482 -4.45577
C 0.18015 1.27238 -3.49367
N 0.54858 1.34088 -2.21642
C 1.46581 2.29212 -1.86309
H -1.26291 -2.20494 4.11876
H -1.83211 -1.25579 1.89694
H 1.04738 -1.94189 5.00601
H 3.43269 -0.98838 4.60896
H 4.93224 0.28722 3.13758
H 4.12317 1.28110 1.03803
H 3.04652 3.25312 0.97943
H 3.79435 5.04005 -0.53309
H 3.14534 5.05519 -2.90530
H 1.80873 3.92910 -4.80896
H 0.29884 2.06514 -5.47656
H -0.50081 0.47989 -3.77162
C -0.28034 -4.43578 1.17574
N 0.94213 -3.71660 0.79947
C 2.20310 -4.05821 1.24486
C 3.08835 -3.25017 0.61734
N 2.34749 -2.43188 -0.20219
C 1.04226 -2.71951 -0.08556
S -0.27286 -2.04084 -1.02461
H -0.29384 -4.56470 2.25460
H -0.28932 -5.40808 0.68768
H -1.14514 -3.86011 0.85880
H 2.35964 -4.85706 1.94972
H 4.16225 -3.20458 0.66764
H 2.72273 -1.76231 -0.85750
C -3.58190 1.36735 1.40293
C -2.99117 1.36830 -0.01339
C -3.65963 2.49523 -0.82633
C -1.51828 1.59260 0.06815
C -3.11659 0.02987 -0.73556
C -3.84416 -1.05809 -0.26452
C -3.95512 -2.20907 -1.03630
C -3.33886 -2.30489 -2.28218
C -2.60122 -1.23861 -2.75944
C -2.46550 -0.07980 -1.98167
H -3.40488 2.33032 1.88053
H -3.15717 0.59098 2.04024
H -4.66138 1.22042 1.35207
H -3.57226 3.44174 -0.29314
H -4.71918 2.27016 -0.95241
H -3.21951 2.61782 -1.81585
H -1.19080 2.56730 0.44958
H -4.37260 -0.99677 0.67783
H -4.55619 -3.03411 -0.67508
H -3.46485 -3.19472 -2.88397
H -2.15819 -1.28952 -3.74692
H -2.10480 0.83103 -2.44937


Record 6
71
Properties=species:S:1:pos:R:3 method="wB97M-V/def2-TZVPD" orbital_gap_ev=5.91 relative_energy_kcal_mol=0.0 charge=+3 lumo_ev=-10.6749
Ti 0.51355 0.13063 -0.99260
C -2.99856 -2.34960 -0.46952
C -2.49055 -3.53594 0.02837
C -1.11532 -3.67225 0.20221
C -0.28938 -2.62248 -0.13267
N -0.78273 -1.48423 -0.68621
C -2.11086 -1.34779 -0.81704
C 1.17843 -2.61070 0.04651
C 1.93688 -3.58958 0.66828
C 3.31095 -3.41117 0.74321
C 3.90537 -2.28249 0.19012
C 3.08503 -1.34670 -0.41261
N 1.75686 -1.50917 -0.44624
C 3.50710 -0.08072 -1.05144
C 4.81104 0.32748 -1.22433
C 5.05675 1.55123 -1.84242
C 3.99171 2.34140 -2.25098
C 2.70892 1.88214 -2.03174
N 2.46277 0.68669 -1.46087
H -4.06041 -2.19136 -0.59216
H -3.15241 -4.35063 0.29138
H -0.70473 -4.58602 0.60707
H -2.46928 -0.40478 -1.21450
H 1.47475 -4.47311 1.08396
H 3.92570 -4.15738 1.22937
H 4.97618 -2.14720 0.23256
H 5.63436 -0.28866 -0.89306
H 6.07537 1.88461 -1.99324
H 4.14923 3.30222 -2.72006
H 1.84187 2.47434 -2.29806
O 0.22473 0.11702 1.19127
C -0.91356 1.00231 1.58478
C -1.22397 1.78767 0.28973
O -2.20591 2.34633 -0.02907
O -0.11051 1.72447 -0.59191
C -2.05349 0.09281 2.01183
C -3.38916 0.46281 1.86470
C -4.39523 -0.37123 2.33576
C -4.08289 -1.56469 2.96887
C -2.75172 -1.92098 3.14358
C -1.74224 -1.09724 2.67033
C -0.41437 1.97541 2.63029
C -0.99372 2.02115 3.89325
C -0.50551 2.90437 4.84494
C 0.56033 3.74010 4.54431
C 1.13955 3.70136 3.28154
C 0.65055 2.82854 2.32443
H 0.99332 0.47724 1.67171
H -3.66235 1.40394 1.41224
H -5.42809 -0.06847 2.22731
H -4.87087 -2.19895 3.35261
H -2.50107 -2.83015 3.67469
H -0.71107 -1.37344 2.84725
H -1.82713 1.37969 4.14444
H -0.96124 2.94084 5.82466
H 0.93416 4.42857 5.28951
H 1.95735 4.36648 3.04108
H 1.09187 2.84864 1.33177
C -2.01510 -0.58120 -4.00939
As -0.42257 0.38642 -3.48990
C -0.87107 2.23407 -3.83408
C 0.87553 -0.12495 -4.83017
H -2.13401 -0.41868 -5.08146
H -2.89182 -0.19070 -3.49746
H -1.90164 -1.64652 -3.81877
H -1.05207 2.32962 -4.90496
H -0.07064 2.90834 -3.53904
H -1.77200 2.49403 -3.28023
H 0.45393 0.14388 -5.79917
H 1.04789 -1.19932 -4.79629
H 1.81723 0.40161 -4.68829